Formula: C32H88As3F18N6O6
Source: the OMol25 dataset
Level of theory: the ωB97M-V functional and the def2-TZVPD basis

Cartesian coordinates (Å):
C -5.3824 -2.9318 -4.9828
C -5.0498 -2.1154 -3.7363
N -4.1542 -0.8257 -4.0712
C -4.9015 0.0273 -5.1603
C -3.9540 -0.0406 -2.7401
C -5.0884 0.8094 -2.2523
C -2.7025 -1.2334 -4.6224
C -1.9734 -2.4487 -3.9636
O -1.9723 -2.3609 -2.5763
C -1.1666 -3.2452 -1.6992
H -5.9342 -3.8549 -4.8054
H -4.4515 -3.2555 -5.4484
H -5.9607 -2.4368 -5.7629
H -4.4907 -2.7645 -3.0624
H -5.9059 -1.7792 -3.1514
H -5.8264 0.2820 -4.6428
H -5.1112 -0.4518 -6.1166
H -4.4562 1.0221 -5.1501
H -3.0509 0.5669 -2.7991
H -3.8381 -0.7822 -1.9498
H -4.9321 1.4395 -1.3767
H -5.9750 0.2274 -2.0008
H -5.4128 1.5624 -2.9705
H -2.1111 -0.3183 -4.5909
H -2.7658 -1.3685 -5.7022
H -0.9108 -2.4268 -4.2053
H -2.3706 -3.4128 -4.2810
H -1.4435 -4.2973 -1.7660
H -1.3394 -2.9782 -0.6567
H -0.0980 -3.1870 -1.9061
C -0.3992 0.0520 3.6453
C -1.9363 0.3081 3.9576
N -2.2488 1.5531 4.8868
C -3.7508 1.7292 5.0901
C -1.6227 1.3037 6.3344
C -2.1410 2.2709 7.4434
C -1.5571 2.8011 4.1601
C -2.4128 3.3547 3.0775
O -3.0385 2.4843 2.0770
C -3.8276 3.1400 1.0674
H -0.3338 -0.9403 3.1990
H 0.2044 -0.0051 4.5511
H 0.0703 0.6707 2.8806
H -2.4138 -0.5202 4.4811
H -2.5770 0.3295 3.0760
H -4.1709 0.9994 5.7822
H -4.2675 1.4590 4.1692
H -4.0572 2.7219 5.4196
H -0.5590 1.3730 6.1067
H -1.6616 0.2286 6.5101
H -1.6301 2.2011 8.4037
H -3.1668 2.1708 7.7983
H -1.9230 3.3004 7.1593
H -0.5065 2.6583 3.9071
H -1.5258 3.4223 5.0551
H -1.7957 3.9519 2.4062
H -3.0606 4.1621 3.4189
H -3.4348 4.0743 0.6661
H -4.8188 3.4086 1.4326
H -3.9598 2.4451 0.2381
C 3.2720 3.7652 -5.4734
C 3.5160 2.4624 -4.6238
C 3.1234 2.7353 -3.1423
O 3.2215 1.6643 -2.2596
C 4.5457 1.0787 -2.0587
N 2.7508 1.2031 -5.2282
H 3.2582 0.3597 -5.0013
H 1.7767 1.2328 -4.9632
H 2.8230 1.0862 -6.2288
H 3.8897 4.5800 -5.0956
H 2.2741 4.1734 -5.3136
H 3.4002 3.6520 -6.5499
H 4.5329 2.0910 -4.7507
H 2.1042 3.0929 -2.9957
H 3.7286 3.5303 -2.7065
H 5.2881 1.7879 -1.6927
H 4.9556 0.6114 -2.9541
H 4.4281 0.3177 -1.2873
C -1.8609 -8.4741 0.3528
C -1.0772 -7.1295 0.2169
C -1.1551 -6.1702 1.5445
O -0.3882 -4.9890 1.4981
C -0.6555 -4.1045 2.5740
N 0.3842 -7.4338 -0.0718
H 0.8743 -7.9239 0.6628
H 0.4569 -8.0703 -0.8526
H 0.8142 -6.5742 -0.3822
H -1.6914 -9.2934 -0.3459
H -2.9064 -8.2560 0.1355
H -1.9148 -8.9774 1.3182
H -1.2535 -6.5384 -0.6818
H -0.6207 -6.6686 2.3532
H -2.1959 -5.9968 1.8178
H -1.5762 -3.5425 2.4171
H 0.1620 -3.3843 2.5393
H -0.5779 -4.5996 3.5419
C -1.1623 1.8273 -1.3020
C -0.1231 1.3053 -0.3585
C 0.3664 -0.1775 -0.5909
O 1.2706 -0.5475 0.4579
C 1.3772 -1.9958 0.5114
N 1.0867 2.1434 -0.5120
H 1.3838 2.2986 -1.4648
H 0.8695 3.0579 -0.1425
H 1.9167 1.7138 -0.1289
H -1.6215 2.7919 -1.0861
H -1.9975 1.1285 -1.3496
H -0.8203 1.8059 -2.3368
H -0.3344 1.3150 0.7108
H 0.7445 -0.2628 -1.6096
H -0.5160 -0.8120 -0.5078
H 0.5486 -2.6634 0.2753
H 1.7915 -2.3751 1.4456
H 2.0460 -2.2092 -0.3223
C 4.2533 -2.1348 3.1629
C 5.5346 -1.3608 2.8539
C 6.2369 -0.8505 4.1255
O 7.3594 -0.0087 3.8367
C 7.9836 0.5627 4.9954
N 6.6003 -2.2083 2.0707
H 7.3626 -1.5850 1.8457
H 6.9872 -2.8823 2.7158
H 6.3567 -2.4712 1.1265
H 3.7490 -2.4531 2.2505
H 3.4711 -1.5609 3.6598
H 4.5223 -3.0677 3.6584
H 5.4174 -0.5042 2.1900
H 6.5041 -1.7294 4.7123
H 5.4894 -0.2863 4.6831
H 7.2011 1.1015 5.5296
H 8.8376 1.2347 4.9106
H 8.2365 -0.2757 5.6444
As -0.9149 2.2924 -6.0355
F -1.9324 2.7139 -7.4214
F 0.5930 2.4449 -7.0311
F 0.1052 1.8317 -4.6710
F -2.3883 2.0352 -5.1106
F -1.0089 0.5736 -6.5458
F -0.9093 4.0122 -5.5114
As 2.9825 2.6756 3.4191
F 1.7055 3.0454 2.2167
F 3.9504 3.7740 2.3926
F 4.5070 2.3622 4.3777
F 1.9309 1.6363 4.4098
F 3.3802 1.1926 2.4827
F 2.5627 3.9862 4.4951
As -0.0034 6.0129 -0.5084
F 0.0035 7.1502 0.8351
F 0.6060 4.7755 0.6500
F 0.1803 4.7654 -1.8177
F -0.7172 7.1079 -1.6646
F 1.6293 6.5907 -0.9413
F -1.6455 5.3291 -0.2449

As for the energy above the lowest of the compared OMol25 structures with the same formula, charge and spin: 923.09 kJ/mol. As for the net charge: +3. The calculation puts the HOMO energy at -15.26 eV. The calculated total energy is -287246.3759 eV.



Formula: C32H88MgN7O9
Source: the OMol25 dataset
Level of theory: the ωB97M-V functional and the def2-TZVPD basis

Cartesian coordinates (Å):
Mg 12.5800 14.2864 -15.0454
C 11.5861 13.2117 -18.9106
C 10.8870 12.8622 -17.6156
O 11.7229 13.3009 -16.5505
H 10.9124 13.2752 -19.7651
H 12.2174 12.3648 -19.1794
H 12.1725 14.1257 -19.0044
H 10.6678 11.8020 -17.4889
H 9.9580 13.4317 -17.5908
C 9.6837 10.4285 -13.7286
C 8.7234 11.5701 -14.0356
O 8.9817 11.9613 -15.3639
H 9.3602 9.5174 -14.2319
H 9.7066 10.2010 -12.6628
H 10.6606 10.7317 -14.1053
H 8.8736 12.3949 -13.3390
H 7.6832 11.2461 -14.0002
H 9.7271 12.5403 -15.5393
C 11.6759 9.0479 -22.2955
C 12.0374 10.2842 -23.1164
C 12.2267 11.6521 -22.3684
O 12.3772 12.7643 -23.2676
C 12.2046 14.0668 -22.7813
N 13.2596 9.8646 -23.6838
H 11.3150 8.2854 -22.9858
H 10.8675 9.2638 -21.5969
H 12.4885 8.6169 -21.7106
H 11.2972 10.3094 -23.9162
H 13.1247 11.7058 -21.7529
H 11.4709 11.7931 -21.5958
H 11.1819 14.1675 -22.4182
H 12.3878 14.7600 -23.6023
H 12.9584 14.1599 -21.9995
H 13.7195 10.5780 -24.2312
H 13.7971 9.7765 -22.8333
C 9.7002 17.7610 -15.3033
C 10.4770 16.5015 -15.9388
C 10.8989 16.8212 -17.3578
O 9.7642 17.0243 -18.2271
C 10.0301 16.8507 -19.5720
N 11.6806 16.1119 -15.2027
H 9.1774 18.3336 -16.0694
H 10.2614 18.5416 -14.7896
H 8.8970 17.5856 -14.5877
H 9.7915 15.6542 -15.9238
H 11.5932 16.1547 -17.8694
H 11.4060 17.7860 -17.3608
H 10.5251 17.7735 -19.8746
H 9.1522 16.6730 -20.1932
H 10.7168 16.0261 -19.7634
H 11.3484 16.1384 -14.2493
H 12.2231 16.9293 -15.4428
C 7.6513 9.0217 -19.3030
C 7.8949 9.0334 -17.8548
C 9.3496 8.5754 -17.4261
O 9.2637 7.1279 -17.4434
C 10.1904 6.5815 -16.4749
N 7.6540 10.3661 -17.4354
H 6.7973 9.6303 -19.6001
H 7.4816 7.9804 -19.5769
H 8.5213 9.3503 -19.8714
H 7.1526 8.3955 -17.3751
H 9.5640 8.9701 -16.4330
H 10.1157 8.8545 -18.1495
H 11.0845 6.7048 -17.0860
H 9.9980 5.5663 -16.1278
H 10.2665 7.2379 -15.6080
H 8.0871 10.9833 -18.1074
H 8.0835 10.6719 -16.5739
C 17.5872 17.7857 -18.9377
C 17.2331 18.1671 -20.3706
C 15.7703 17.7875 -20.6565
O 15.5558 16.3355 -20.4446
C 14.2939 16.0623 -19.9366
N 17.4691 19.5784 -20.6041
H 18.5526 18.1261 -18.5634
H 17.5694 16.7025 -18.8174
H 16.8720 18.2450 -18.2553
H 17.7153 17.5253 -21.1079
H 15.4685 18.1055 -21.6544
H 15.1276 18.2625 -19.9153
H 13.5618 16.5565 -20.5752
H 14.0628 16.4872 -18.9598
H 14.0295 15.0052 -19.9604
H 18.4524 19.7967 -20.6786
H 17.0288 20.1208 -19.8747
C 16.2797 15.0161 -16.7281
C 15.0278 14.3206 -16.1559
C 15.2740 13.0908 -15.2699
O 13.9161 12.7525 -14.8318
C 13.9002 11.4084 -14.2496
N 14.3174 15.2622 -15.3526
H 16.6786 15.6887 -15.9688
H 16.0349 15.6550 -17.5766
H 17.0269 14.2536 -16.9481
H 14.3680 13.9684 -16.9488
H 15.7602 13.5182 -14.3929
H 15.8177 12.2386 -15.6776
H 14.4917 10.6996 -14.8292
H 12.8322 11.1959 -14.2016
H 14.2539 11.4076 -13.2186
H 14.5639 16.1507 -15.7647
H 14.8988 15.3503 -14.5314
C 6.2817 16.2556 -19.8030
C 6.2444 16.4748 -18.3508
C 6.8176 15.3814 -17.4931
O 6.8440 15.7245 -16.0922
C 7.2061 14.5706 -15.2509
N 7.0502 17.6717 -18.0796
H 6.1132 17.1809 -20.3538
H 5.4229 15.6235 -20.0288
H 7.1158 15.6790 -20.2031
H 5.1912 16.6627 -18.1422
H 7.8238 15.0564 -17.7580
H 6.1921 14.4990 -17.6280
H 6.9284 13.5705 -15.5837
H 6.5553 14.6661 -14.3818
H 8.2590 14.5080 -14.9758
H 8.0181 17.4638 -18.2800
H 7.0003 17.5325 -17.0805
C 14.4365 10.5127 -17.8339
C 14.6909 10.5966 -19.3966
C 15.7464 11.5889 -19.8119
O 15.9294 11.6298 -21.2321
C 16.1524 12.9137 -21.8645
N 15.1555 9.2605 -19.6952
H 13.7571 9.6994 -17.5789
H 14.0347 11.4694 -17.5002
H 15.3344 10.3058 -17.2516
H 13.7500 10.6377 -19.9452
H 16.7120 11.4221 -19.3345
H 15.4482 12.5477 -19.3877
H 15.4882 13.7558 -21.6696
H 15.8840 12.7013 -22.8994
H 17.2051 13.1516 -21.7118
H 15.6331 9.4065 -20.5731
H 15.9075 8.9772 -19.0834

As for the net charge: 0. Its expectation value of S² is 0.7505. Its multiplicity is 2. The calculation puts the HOMO energy (alpha / beta) at -3.87 / -8.42 eV. The calculated total energy is -68906.0084 eV.



Q: Which of these has the lowest calculated total energy?
A: C32H88As3F18N6O6



Q: Which of these has the lowest calculated total energy?
A: C32H88As3F18N6O6